Record 1
This record from the OMol25 dataset describes a structure of composition C30H35FHfN14O4S in a non-equilibrium geometry. The level of theory is ωB97M-V/def2-TZVPD.

Geometry as XYZ:
```
86
Properties=species:S:1:pos:R:3
Hf -0.728 -1.964 -0.872
C 2.618 -5.298 -5.437
C 3.145 -5.359 -4.011
N 2.041 -5.366 -3.052
C 1.646 -6.695 -2.575
C 2.424 -7.075 -1.322
C 1.446 -4.163 -2.650
S 0.112 -4.212 -1.564
N 1.929 -3.052 -3.127
C 1.590 -1.732 -2.951
O 0.761 -1.180 -2.230
C 2.420 -0.793 -3.792
C 2.210 0.592 -3.693
C 2.973 1.485 -4.451
C 3.953 1.004 -5.316
C 4.172 -0.369 -5.426
C 3.409 -1.262 -4.669
H 3.449 -5.305 -6.149
H 2.031 -4.390 -5.611
H 1.974 -6.156 -5.655
H 3.829 -4.524 -3.819
H 3.757 -6.262 -3.900
H 1.857 -7.442 -3.351
H 0.569 -6.782 -2.403
H 3.502 -7.078 -1.514
H 2.137 -8.078 -0.990
H 2.236 -6.378 -0.500
H 1.448 0.975 -3.018
H 2.797 2.553 -4.360
H 4.547 1.698 -5.904
H 4.935 -0.749 -6.099
H 3.589 -2.329 -4.764
N -3.706 -1.596 -3.070
C -3.508 -2.796 -2.446
N -4.364 -3.838 -2.610
N -3.851 -4.836 -1.851
N -2.722 -4.398 -1.253
N -2.489 -3.108 -1.618
C -2.869 -0.525 -2.931
N -3.101 0.652 -3.570
N -2.079 1.460 -3.196
N -1.264 0.782 -2.359
N -1.749 -0.477 -2.180
H -4.505 -1.497 -3.660
C -3.855 1.455 5.235
C -2.549 0.671 5.244
N -2.024 0.500 3.883
C -2.377 -0.622 3.141
C -2.004 -0.907 1.887
C -2.535 -2.173 1.232
O -3.788 -2.340 1.362
O -1.685 -2.954 0.723
C -1.132 0.058 1.206
O -0.715 -0.063 0.061
C -0.787 1.300 1.945
C -0.019 2.264 1.284
C 0.277 3.459 1.916
F 0.982 4.366 1.221
C -0.175 3.740 3.217
C -0.917 2.728 3.870
C -1.252 1.502 3.259
N 0.067 4.957 3.909
C 1.173 5.792 3.390
C 1.471 6.942 4.367
N 0.212 7.742 4.618
C -0.914 6.879 5.134
C -1.187 5.705 4.171
H -4.243 1.554 6.253
H -4.613 0.947 4.630
H -3.721 2.461 4.824
H -2.737 -0.312 5.696
H -1.814 1.145 5.905
H -3.040 -1.315 3.662
H 0.331 2.091 0.269
H -1.230 2.915 4.891
H 0.902 6.233 2.422
H 2.086 5.197 3.272
H 2.210 7.636 3.957
H 1.810 6.573 5.341
H -0.080 8.188 3.739
H 0.410 8.493 5.289
H -1.790 7.527 5.234
H -0.607 6.523 6.123
H -1.593 6.091 3.227
H -1.955 5.072 4.631
H 0.841 -2.157 0.290
```

Summary:
Energy above the lowest of the compared OMol25 structures with the same formula, charge and spin = 0.0 kcal per mole
Kohn-Sham gap = 3.96 eV
E_tot = -75587.76511 eV
E_LUMO = -2.233 eV


Record 2
This record from the OMol25 dataset describes a cluster of 2 separate species, C6H10O8 in total in a non-equilibrium geometry. The level of theory is ωB97M-V/def2-TZVPD.

Geometry as XYZ:
```
24
Properties=species:S:1:pos:R:3
C -2.221 1.693 -0.866
C -1.324 -1.634 -0.188
C -0.449 -2.519 -1.093
C 2.895 0.175 1.028
C -2.336 0.474 -0.298
C 1.584 0.891 0.580
O -2.941 2.822 -0.358
O -1.921 -1.898 0.863
O 3.884 1.127 0.896
O 3.202 -0.946 0.425
O -3.062 0.250 0.817
O 1.158 1.794 1.236
O 0.907 0.399 -0.469
O -1.531 -0.512 -0.852
H -1.590 2.015 -1.743
H -0.160 -1.852 -1.957
H 0.506 -2.805 -0.511
H -0.970 -3.453 -1.398
H 2.798 -0.061 2.103
H 3.710 1.996 1.252
H 3.636 -0.772 -0.382
H -3.028 -0.722 0.950
H -2.872 2.618 0.661
H 0.126 0.922 -0.696
```

Summary:
Energy above the lowest of the compared OMol25 structures with the same formula, charge and spin = 57.8 kcal per mole
Kohn-Sham gap = 9.11 eV
E_tot = -22762.34697 eV
E_LUMO = 0.477 eV


Record 3
This record from the OMol25 dataset describes a cluster of 2 separate species, C2H2OS in total in a non-equilibrium geometry. The level of theory is ωB97M-V/def2-TZVPD.

Geometry as XYZ:
```
6
Properties=species:S:1:pos:R:3
C -0.033 1.395 -3.874
C 0.032 -0.260 -1.150
O 0.715 0.545 -3.765
S -0.865 1.107 -1.106
H 0.657 -0.411 -1.996
H -0.024 -1.007 -0.272
```

Summary:
Energy above the lowest of the compared OMol25 structures with the same formula, charge and spin = 8.0 kcal per mole
Kohn-Sham gap = 8.42 eV
E_tot = -14987.36242 eV
E_LUMO = -0.641 eV


Question: Look up the Kohn-Sham gap of the first one.
Answer: 3.96 eV


Question: Among the records above, which one has the lowest E_LUMO?
Answer: C30H35FHfN14O4S